The molecule C2H3NO2. Source: OMol25; level of theory: wB97M-V/def2-TZVPD.

Each line ends with the natural charge from an NBO analysis.
Atoms and positions in Å:
O 0.69 -0.72 -0.45  -0.2922
O 1.83 -0.58 0.35  -0.4637
N -2.73 -0.23 0.18  -0.2540
C -1.65 0.10 0.04  0.2296
C -0.32 0.60 -0.12  -0.1841
H 0.10 0.99 0.80  0.2508
H 2.28 -1.42 0.16  0.4719
H -0.19 1.26 -0.97  0.2416

Output
highest occupied orbital energy	-9.962	eV
energy relative to the best compared isomer or geometry (same formula, charge and spin)	445.7	kJ/mol
E_LUMO	0.417	eV
energy	-7703.2238	eV
SMILES string	N#CCOO
M	73.05	g mol⁻¹
frontier orbital gap	10.4	eV